Molecular formula: C45H84N4O7
Method: DFT, the ωB97M-V functional and the def2-TZVPD basis

Each line ends with the Mulliken spin population.
Geometry (Å):
C1 -2.75533 0.74982 -2.03955  0.000
C2 -2.17944 -0.31687 -2.79064  0.000
N1 -1.47572 -1.39708 -3.58216  0.000
C3 -1.28721 -1.03457 -5.03877  0.000
C4 -0.57909 0.47053 -5.17600  -0.001
C5 -0.16868 0.60720 -6.78956  0.000
C6 1.07551 1.68985 -6.84837  0.000
C7 2.36170 1.20110 -7.74144  0.000
C8 3.39862 0.19020 -6.97404  0.000
C9 2.73066 -1.19120 -6.39870  0.000
C10 2.34215 -2.30574 -7.53616  0.000
C11 1.72240 -3.61233 -6.69587  0.000
C12 -0.20073 -1.87644 -2.92469  0.000
C13 0.52165 -0.79254 -1.92960  0.000
C14 2.14396 -1.15374 -1.74235  0.001
C15 3.10451 -0.17474 -2.66643  0.001
C16 3.07358 1.41492 -2.18739  -0.006
O1 4.29231 2.03734 -2.75189  0.001
C17 3.97395 2.80688 -3.97049  -0.001
O2 4.96939 3.51733 -4.54860  0.000
C18 -0.60730 -3.28390 -2.11969  0.000
O3 -0.22090 -3.57827 -0.87571  0.000
O4 -1.47093 -4.22250 -2.90886  0.000
H1 -3.15171 1.81910 -1.69841  0.000
H2 -0.74695 -1.85196 -5.68211  0.000
H3 -2.37442 -0.90663 -5.51153  0.000
H4 -1.36595 1.31297 -4.95935  0.000
H5 0.34964 0.56668 -4.46925  0.001
H6 -1.12894 0.93984 -7.37126  0.000
H7 0.14364 -0.46656 -7.19087  0.000
H8 1.34359 2.05216 -5.76459  0.000
H9 0.63468 2.64940 -7.40564  0.000
H10 2.98524 2.18892 -7.98790  0.000
H11 2.03502 0.77350 -8.79085  0.000
H12 4.26419 -0.05596 -7.74123  0.000
H13 3.83501 0.78403 -6.04317  0.000
H14 1.80351 -1.02454 -5.67909  0.000
H15 3.56303 -1.69902 -5.70974  0.000
H16 1.53301 -1.96893 -8.31131  0.000
H17 3.30248 -2.72061 -8.07846  0.000
H18 2.30756 -4.60330 -6.91953  0.000
H19 1.81503 -3.41930 -5.52330  0.000
H20 0.58869 -3.80091 -6.91582  0.000
H21 0.62499 -2.21487 -3.71699  0.000
H22 0.49344 0.31871 -2.29503  0.003
H23 0.02125 -0.92162 -0.86042  0.000
H24 2.42326 -1.07985 -0.58448  0.000
H25 2.32049 -2.28466 -2.07583  0.000
H26 4.22315 -0.56385 -2.59744  0.000
H27 2.82861 -0.17362 -3.80360  -0.001
H28 3.10475 1.46953 -1.01784  -0.003
H29 2.12539 1.96043 -2.65058  0.008
H30 2.90563 2.86466 -4.47523  0.001
C19 -1.86188 6.06339 -0.03848  0.006
C20 -0.97586 4.78878 -0.08057  0.055
C21 -0.52224 4.39090 1.34938  0.005
C22 0.57772 5.28588 1.90618  -0.015
C23 1.76651 5.33432 0.94702  0.015
C24 1.35991 5.76952 -0.48987  0.038
N2 0.18101 4.99107 -1.02020  0.277
O5 0.65424 3.71347 -1.37625  0.633
C25 1.05495 7.29248 -0.47995  0.014
C26 2.60864 5.66990 -1.42064  -0.016
C27 -1.98903 3.69941 -0.57516  -0.018
H31 -2.40353 6.19908 -0.98128  -0.003
H32 -2.61060 5.98652 0.76045  -0.001
H33 -1.33318 6.98881 0.15248  -0.002
H34 -0.15879 3.35689 1.35075  0.005
H35 -1.37658 4.40754 2.03756  0.000
H36 0.19083 6.28827 2.09698  0.000
H37 0.90983 4.89449 2.87484  0.002
H38 2.51809 6.02526 1.35209  0.000
H39 2.24159 4.34649 0.92456  0.002
H40 0.54011 7.59861 -1.39599  -0.008
H41 1.97926 7.88392 -0.41795  0.000
H42 0.47105 7.61673 0.38156  0.001
H43 3.04092 4.66409 -1.44904  0.003
H44 3.41131 6.33275 -1.07722  0.000
H45 2.35646 5.96642 -2.44489  0.001
H46 -2.32516 3.90647 -1.59888  -0.002
H47 -2.88004 3.68134 0.06349  0.000
H48 -1.57122 2.68631 -0.55245  0.004
C28 1.35816 -5.56560 5.71382  0.014
C29 1.46809 -4.25647 4.88586  0.013
C30 0.06955 -3.80792 4.38413  0.037
C31 -0.45317 -4.64354 3.22248  -0.017
C32 0.55966 -4.66403 2.07823  0.029
C33 1.96658 -5.14805 2.53176  0.028
N3 2.45675 -4.43153 3.76601  0.281
O6 2.86087 -3.14367 3.36463  0.639
C34 1.91100 -6.68178 2.77070  0.025
C35 2.95692 -5.01751 1.33270  -0.013
C36 1.93677 -3.22166 5.96632  -0.009
H49 2.27143 -5.74495 6.29211  -0.004
H50 0.52663 -5.50199 6.42748  -0.001
H51 1.17329 -6.46366 5.13789  -0.001
H52 0.10655 -2.75990 4.06545  -0.008
H53 -0.65826 -3.84461 5.20433  -0.001
H54 -0.68253 -5.65662 3.55706  0.000
H55 -1.39687 -4.21693 2.86303  0.001
H56 0.17628 -5.31376 1.27998  0.000
H57 0.62477 -3.65803 1.64726  -0.003
H58 2.79532 -7.02965 3.31373  -0.012
H59 1.88041 -7.23266 1.82013  0.001
H60 1.01648 -7.01057 3.29987  0.001
H61 3.02631 -3.99547 0.94549  0.002
H62 2.63809 -5.63844 0.48749  0.000
H63 3.96186 -5.34728 1.61899  0.000
H64 2.93906 -3.46556 6.34019  0.000
H65 1.25741 -3.22633 6.82687  0.000
H66 1.95458 -2.19179 5.59151  0.000
C37 -3.98083 -0.66071 6.87928  0.011
C38 -3.87090 0.64842 6.05132  0.026
C39 -5.26944 1.09697 5.54959  0.015
C40 -5.79216 0.26135 4.38794  -0.018
C41 -4.77933 0.24086 3.24369  0.016
C42 -3.37241 -0.24316 3.69722  0.018
N4 -2.88224 0.47337 4.93147  0.273
O7 -2.47812 1.76122 4.53009  0.645
C43 -3.42799 -1.77689 3.93616  0.036
C44 -2.38207 -0.11261 2.49816  -0.012
C45 -3.40222 1.68323 7.13178  -0.003
H67 -3.06756 -0.84005 7.45757  -0.004
H68 -4.81236 -0.59710 7.59294  -0.001
H69 -4.16570 -1.55877 6.30334  -0.001
H70 -5.23244 2.14499 5.23090  0.004
H71 -5.99725 1.06028 6.36978  0.000
H72 -6.02152 -0.75173 4.72251  0.000
H73 -6.73586 0.68796 4.02849  0.002
H74 -5.16271 -0.40887 2.44544  0.000
H75 -4.71422 1.24686 2.81272  0.004
H76 -2.54367 -2.12476 4.47919  -0.021
H77 -3.45858 -2.32777 2.98559  0.001
H78 -4.32250 -2.10568 4.46533  0.001
H79 -2.31268 0.90942 2.11094  0.007
H80 -2.70090 -0.73355 1.65295  0.000
H81 -1.37713 -0.44239 2.78444  -0.001
H82 -2.39993 1.43933 7.50565  0.000
H83 -4.08158 1.67856 7.99233  0.000
H84 -3.38441 2.71310 6.75696  -0.001

Cartesian forces, eV/Å:
C 3.79 -6.68 -5.73
C -2.58 6.43 3.57
N -0.32 2.67 1.31
C -1.44 2.20 -0.35
C -0.52 -1.15 -1.78
C 0.48 -0.14 1.54
C -0.95 0.49 -1.63
C 0.64 0.87 0.21
C -0.63 0.27 0.17
C 0.80 -0.44 -0.07
C -0.19 -1.21 1.14
C -0.01 0.04 0.53
C 1.04 -0.81 1.24
C 0.90 -0.71 0.89
C -0.39 -0.30 -0.38
C 0.26 0.22 0.63
C -0.80 -1.69 -0.45
O -2.67 2.21 -3.32
C 6.21 2.98 -1.32
O -6.38 -4.64 3.70
C -2.66 -5.23 0.66
O -1.16 2.19 -5.48
O 4.69 5.23 3.60
H 1.10 -3.31 -1.00
H -0.81 1.42 1.83
H 2.27 -0.41 0.98
H 1.60 -1.74 -0.05
H -1.74 -0.22 -1.43
H 1.99 -0.47 0.97
H -0.51 2.38 0.77
H -0.27 -0.93 -2.11
H 1.07 -1.90 1.24
H -1.24 -2.11 0.48
H 0.40 0.70 2.22
H -1.64 0.39 1.76
H -0.71 -1.23 -2.01
H 1.84 -0.09 -1.64
H -1.78 1.00 -1.46
H 1.73 -0.37 1.42
H -1.88 1.24 0.90
H -1.13 1.94 0.33
H -0.21 -0.43 -2.55
H 2.16 0.39 0.37
H -2.13 0.84 1.30
H -0.44 -2.14 0.64
H 0.96 0.49 -2.38
H -0.43 -0.05 -2.62
H -0.34 2.44 0.81
H -2.26 0.96 -0.06
H 0.29 -0.23 2.08
H -0.01 0.20 -2.34
H 1.90 -1.14 1.41
H 1.94 -0.58 1.61
C 0.07 0.25 0.09
C -2.00 0.26 0.34
C 0.29 0.04 -0.07
C 0.11 -0.16 -0.07
C -0.32 -0.13 -0.03
C 1.15 1.53 0.00
N 2.02 -4.52 0.55
O -1.35 3.50 0.42
C -0.17 0.19 0.14
C -0.39 -0.75 -0.08
C 0.93 -0.16 -0.21
H 0.16 -0.12 0.07
H 0.16 -0.24 -0.18
H 0.17 0.02 0.02
H -0.03 0.05 -0.23
H -0.04 0.00 -0.34
H -0.02 0.10 -0.03
H -0.06 0.07 -0.11
H -0.08 0.00 -0.35
H -0.11 0.04 -0.20
H -0.01 -0.09 0.12
H -0.09 -0.41 -0.10
H -0.11 -0.10 -0.11
H -0.28 0.09 -0.03
H -0.38 -0.01 0.15
H -0.03 -0.08 0.13
H 0.20 0.02 0.13
H 0.25 0.30 0.08
H 0.13 0.35 -0.05
C -0.10 -0.23 -0.07
C -0.40 -0.27 1.84
C 0.05 -0.09 -0.31
C 0.15 0.15 -0.10
C 0.04 0.13 0.31
C -0.11 -1.53 -1.27
N -0.33 4.61 -1.77
O -0.57 -3.50 1.27
C -0.10 -0.19 0.16
C 0.09 0.72 0.37
C 0.35 0.21 -0.78
H -0.05 0.13 -0.15
H 0.18 0.24 -0.12
H 0.00 0.01 -0.18
H 0.25 -0.04 0.00
H 0.31 -0.04 0.14
H 0.00 -0.11 0.06
H 0.12 -0.08 0.00
H 0.35 0.18 0.06
H 0.13 -0.17 -0.01
H -0.09 0.06 0.03
H 0.08 0.43 0.12
H 0.08 0.09 0.11
H -0.04 -0.14 0.28
H -0.23 0.05 0.38
H -0.10 0.07 0.08
H -0.15 0.01 -0.17
H -0.04 -0.29 -0.27
H 0.06 -0.30 -0.11
C -0.11 -0.23 -0.07
C -0.36 -0.30 1.89
C 0.08 -0.07 -0.30
C 0.08 0.15 -0.11
C 0.02 0.09 0.33
C 0.07 -1.56 -1.28
N -0.42 4.66 -1.82
O -0.60 -3.49 1.25
C -0.15 -0.18 0.12
C 0.05 0.67 0.38
C 0.35 0.21 -0.77
H -0.06 0.13 -0.17
H 0.18 0.24 -0.12
H 0.01 0.01 -0.18
H 0.25 -0.05 0.01
H 0.33 -0.04 0.09
H 0.03 -0.08 0.02
H 0.08 -0.08 0.05
H 0.37 0.01 0.12
H 0.20 -0.04 0.11
H -0.10 0.08 0.00
H 0.12 0.41 0.12
H 0.08 0.08 0.13
H 0.01 -0.10 0.29
H -0.14 -0.01 0.36
H -0.14 0.07 0.03
H -0.17 0.01 -0.19
H -0.03 -0.29 -0.27
H 0.07 -0.30 -0.11

Output
expectation value of S²	3.764
HOMO energy (spin up / spin down)	-4.4 / -4.4	eV
E_LUMO (spin up / spin down)	2.1 / 1.2	eV
ΔE to the lowest compared entry with this formula, charge and spin	297.4	kcal per mole
E_tot	-2510.05262	Ha
total charge	-1
2S+1	4